[1]
A structure of composition C15H31CeN2O3PS in a non-equilibrium geometry. Source: the Open Molecules 2025 dataset; level of theory: the ωB97M-V functional and the def2-TZVPD basis.

Calculated values
Highest occupied orbital energy (spin up / spin down) ... -0.8115 / -0.8138 Eh
Charge ... +4
Lowest unoccupied orbital energy (spin up / spin down) ... -16.90 / -16.93 eV

XYZ file:
```
54
Properties=species:S:1:pos:R:3:forces:R:3
Ce -0.192 0.151 0.034 1.6 3.8 2.3
C 0.723 1.029 -1.665 6.4 6.4 -10.3
O 1.171 1.641 -2.543 -2.1 -2.9 3.9
C -1.684 -0.734 -0.936 -14.0 -7.7 -8.8
O -2.669 -1.111 -1.467 5.7 1.9 2.9
C -0.399 -0.862 1.865 -1.3 -6.6 12.4
O -0.679 -1.426 2.841 1.2 2.5 -4.6
C -1.794 3.080 -0.902 0.3 -0.5 -0.8
P -1.454 2.248 0.677 -0.4 2.2 0.6
H -1.203 3.950 2.110 0.2 0.3 0.3
H -0.806 3.318 -1.329 -0.2 0.1 0.2
C -2.988 1.830 1.507 -0.5 -0.7 0.5
H -3.505 2.747 1.219 -0.5 0.2 0.1
C -2.549 4.372 -0.608 -0.3 0.7 0.0
H -2.281 4.835 0.349 -0.1 0.0 -0.3
H -3.633 4.209 -0.640 0.2 0.0 0.1
H -2.308 5.088 -1.404 -0.1 -0.1 0.2
C -2.554 2.211 -1.919 -0.3 0.4 0.1
H -3.525 1.881 -1.525 0.3 0.1 -0.3
C 0.349 2.597 2.809 -0.1 -0.1 0.0
H -1.986 1.331 -2.251 0.1 0.0 -0.2
H -2.745 2.828 -2.808 0.1 -0.3 0.1
C 0.538 4.177 0.824 -0.1 0.2 0.1
H 1.390 2.401 2.516 -0.2 0.2 0.1
H 0.362 3.251 3.693 0.2 -0.3 -0.2
H -0.107 1.642 3.108 0.0 0.2 0.2
C -0.414 3.325 1.682 0.4 0.2 0.1
H 1.343 4.555 1.466 -0.2 0.0 -0.2
H 0.018 5.037 0.388 0.3 -0.2 0.0
H 1.000 3.593 0.012 0.1 0.1 0.1
C -2.875 1.725 3.031 0.0 0.2 0.1
H -2.335 0.819 3.343 -0.2 0.2 0.0
H -3.897 1.653 3.425 0.2 0.0 0.0
H -2.401 2.603 3.479 -0.1 -0.2 0.1
C -3.766 0.622 0.954 -0.1 0.1 -0.3
H -3.769 0.554 -0.137 -0.2 0.1 0.4
H -4.811 0.734 1.278 0.3 -0.2 -0.1
H -3.404 -0.334 1.362 0.0 0.2 0.1
H 1.428 1.053 1.032 2.9 -1.8 -0.1
H 1.818 0.327 0.757 0.2 2.7 1.5
C 1.805 -5.216 -2.029 0.5 -1.7 -0.7
N 1.377 -4.181 -1.179 0.5 3.0 1.0
C 2.103 -3.080 -0.951 1.3 -1.6 -0.5
S 1.157 -1.750 -0.555 -1.4 1.6 0.4
N 3.418 -2.842 -0.990 -3.1 0.7 0.3
C 4.381 -3.846 -0.780 1.4 -1.2 -0.2
H 2.773 -4.961 -2.439 0.1 -0.2 -0.2
H 1.093 -5.348 -2.835 -0.1 -0.1 -0.2
H 1.849 -6.111 -1.430 0.2 -0.7 -0.2
H 0.394 -4.130 -0.905 0.4 -0.2 -0.1
H 3.696 -1.861 -0.947 0.1 -0.4 -0.1
H 4.982 -3.896 -1.675 0.5 -0.5 -0.2
H 5.005 -3.584 0.066 0.2 0.0 0.2
H 3.880 -4.784 -0.584 0.2 -0.2 0.1
```
Positions in Å, forces in eV/Å.

These are the Löwdin partial charges, in e, on atoms 1 to 4: Ce 0.322; C -0.118; O 0.332; C -0.193

[2]
A cluster of 3 separate species, C15H31Cl2N2O4S in total in a non-equilibrium geometry. Source: the Open Molecules 2025 dataset; level of theory: the ωB97M-V functional and the def2-TZVPD basis.

Calculated values
Highest occupied orbital energy ... -0.3767 Eh
Charge ... +1
Lowest unoccupied orbital energy ... -3.67 eV
Relative energy (zero: lowest compared OMol25 entry of this formula, charge and spin) ... 234.26 kJ/mol

XYZ file:
```
55
Properties=species:S:1:pos:R:3:forces:R:3
C 2.249 2.320 -1.405 -0.4 0.1 -0.8
C 1.543 0.943 -1.781 0.9 -3.2 3.0
O 1.747 -0.049 -1.028 -0.8 3.7 -3.1
O 0.714 0.710 -2.914 0.2 1.7 1.7
C -0.405 1.622 -2.967 -1.3 0.9 -0.5
C -1.597 1.261 -1.952 -0.9 -0.4 0.2
C -2.707 0.268 -2.613 1.3 0.3 -0.1
C -3.724 -0.165 -1.447 2.0 0.2 -0.1
S -5.522 -0.192 -1.988 0.0 -0.6 0.4
C -6.496 1.016 -0.972 -0.8 2.1 0.4
Cl -8.269 0.812 -1.489 1.7 -0.1 0.4
C -6.147 2.560 -1.225 -1.4 0.7 -1.1
C -6.127 2.990 -2.779 0.1 0.4 0.4
Cl -4.614 3.143 -0.414 -1.0 -0.7 -0.4
H 2.453 2.929 -2.349 -0.3 -0.8 1.3
H 3.234 2.081 -0.873 -1.6 0.2 -0.8
H 1.597 2.943 -0.696 0.9 -1.0 -1.1
H -0.808 1.570 -4.047 0.7 0.1 1.7
H -0.119 2.715 -2.772 -0.1 -1.6 -0.3
H -2.178 2.195 -1.596 1.1 -1.2 -0.7
H -1.224 0.746 -0.990 -0.2 0.8 -1.5
H -2.116 -0.625 -3.040 -1.2 1.1 0.7
H -3.197 0.791 -3.504 0.5 -0.6 1.3
H -3.411 -1.206 -1.061 -1.2 1.4 -0.8
H -3.570 0.554 -0.574 -0.8 -0.8 -1.2
H -5.627 0.293 -3.305 0.4 0.1 1.5
H -6.472 0.813 0.155 0.4 -0.3 -1.8
H -7.011 3.161 -0.753 1.5 -1.2 -0.5
H -6.335 4.124 -2.813 0.4 -1.8 0.0
H -5.095 2.815 -3.228 -1.3 0.2 0.5
H -6.942 2.467 -3.401 1.2 0.7 1.1
C 2.306 -2.336 0.689 0.1 -0.1 0.2
C 2.942 -3.510 1.382 0.1 -0.3 0.4
O 3.007 -3.587 2.604 -0.1 0.0 -0.2
N 3.457 -4.506 0.611 -0.2 0.4 0.2
C 3.478 -4.599 -0.834 0.2 -0.4 0.2
H 1.945 -1.628 1.436 0.1 -0.2 0.0
H 3.039 -1.829 0.060 -0.2 0.0 -0.1
H 1.457 -2.670 0.090 0.1 0.1 -0.2
H 3.866 -5.258 1.147 0.0 0.1 -0.1
H 2.949 -5.509 -1.127 0.0 0.1 -0.3
H 4.519 -4.675 -1.157 -0.1 0.0 -0.3
H 3.012 -3.739 -1.311 0.0 -0.1 0.2
C 3.316 0.774 5.563 -0.1 0.1 0.1
C 4.170 0.888 4.328 0.4 0.2 -0.5
O 4.317 1.950 3.734 -0.2 -0.1 0.1
N 4.788 -0.235 3.874 -0.3 0.4 0.3
C 4.739 -1.573 4.430 0.4 -0.1 -0.5
H 2.892 1.750 5.799 0.1 -0.1 -0.1
H 2.497 0.074 5.389 0.1 -0.1 0.2
H 3.922 0.447 6.409 -0.1 -0.1 0.0
H 5.341 -0.080 3.044 -0.1 0.0 0.1
H 5.758 -1.877 4.678 -0.1 -0.2 0.2
H 4.343 -2.244 3.665 0.0 -0.1 0.4
H 4.115 -1.630 5.320 0.1 0.1 -0.1
```
Positions in Å, forces in eV/Å.

These are the Löwdin partial charges, in e, on atoms 1 to 4: C 0.003; C -0.388; O 0.045; O -0.056

[3]
A structure of composition C15H31ClMoP2 in a non-equilibrium geometry. Source: the Open Molecules 2025 dataset; level of theory: the ωB97M-V functional and the def2-TZVPD basis.

Calculated values
Highest occupied orbital energy (spin up / spin down) ... -0.4980 / -0.4981 Eh
Charge ... +2
Lowest unoccupied orbital energy (spin up / spin down) ... -9.67 / -9.06 eV
Multiplicity ... 3
Relative energy (zero: lowest compared OMol25 entry of this formula, charge and spin) ... 279.13 kJ/mol
Expectation value of S² ... 2.03

XYZ file:
```
50
Properties=species:S:1:pos:R:3:forces:R:3
P 1.033 -2.172 -0.432 -2.3 -2.2 -3.7
P 1.317 0.970 -0.694 -2.1 4.3 -3.2
C 0.897 -1.312 -2.144 -0.7 -0.7 0.8
C 1.720 -0.024 -2.212 0.5 0.0 0.6
H -0.178 -1.092 -2.101 0.0 0.4 -0.4
H 1.061 -1.948 -3.022 0.0 -0.1 0.4
H 2.815 -0.128 -2.223 0.0 -0.5 -0.7
H 1.393 0.568 -3.054 0.4 0.0 -0.3
C 0.072 2.128 -1.827 -1.3 -0.3 0.4
H -0.171 3.079 -1.326 0.2 -0.8 0.2
H -0.870 1.629 -2.108 0.4 0.0 0.4
H 0.605 2.381 -2.767 0.3 -0.6 0.8
C 2.342 2.538 -0.588 1.0 -0.7 0.7
H 2.313 3.134 -1.517 0.1 -0.6 0.4
H 3.375 2.270 -0.313 -0.2 0.5 -0.1
H 1.891 3.150 0.217 0.2 -0.4 -0.3
C -0.315 -3.361 -0.406 -1.2 -0.9 0.7
H -0.278 -4.019 0.484 0.1 0.5 -0.2
H -0.450 -4.062 -1.268 0.8 0.9 0.3
H -1.260 -2.792 -0.334 0.4 0.0 0.1
C 2.645 -3.067 -0.706 0.1 0.5 -0.3
H 3.556 -2.509 -0.231 -0.3 -1.4 -1.2
H 2.691 -3.140 -1.799 0.7 -0.1 0.4
H 2.611 -4.057 -0.209 0.1 0.7 -0.1
Mo 2.638 -0.818 0.156 3.8 0.4 4.0
C -1.493 2.724 0.957 -0.3 0.9 -0.2
C -2.558 2.702 0.129 0.9 0.6 -0.9
C -3.238 1.495 -0.402 -1.6 0.2 1.2
C -4.032 0.815 0.711 -0.6 -0.9 0.2
C -3.316 -0.365 1.288 -0.6 -1.1 -0.2
C -2.144 -0.495 1.894 1.8 -1.1 -0.5
C -0.946 0.422 1.983 0.6 0.7 0.6
C -1.214 1.943 2.216 1.3 -1.0 -0.3
C 2.586 -2.240 1.921 0.1 0.5 0.1
H -0.714 3.470 0.721 -1.0 0.7 0.9
H -2.942 3.635 -0.324 1.2 -0.3 -0.3
H -2.560 0.772 -0.845 0.3 0.0 -0.1
H -3.953 1.778 -1.168 0.1 0.2 -0.2
H -4.311 1.501 1.516 0.1 0.1 -0.2
H -4.975 0.427 0.300 0.2 0.2 0.2
H -3.828 -1.324 1.087 0.0 0.5 0.6
H -1.845 -1.526 2.196 -0.5 0.7 -0.2
H -0.306 0.399 1.053 -0.9 -0.3 0.5
H -0.218 0.024 2.742 -0.9 0.4 -0.3
H -1.979 2.100 2.990 0.1 0.0 -0.4
H -0.282 2.397 2.608 -0.5 -0.4 0.1
H 3.185 -1.783 2.724 -0.2 0.1 -0.4
H 3.107 -3.148 1.586 -0.2 0.4 0.5
H 1.591 -2.493 2.317 0.3 0.2 -0.2
Cl 4.934 -0.577 0.223 -0.9 0.0 -0.1
```
Positions in Å, forces in eV/Å.

These are the Löwdin partial charges, in e, on atoms 1 to 4: P 0.746; P 0.865; C -0.340; C -0.430

[4]
A structure of composition C15H31CrN5O7 in a non-equilibrium geometry. Source: the Open Molecules 2025 dataset; level of theory: the ωB97M-V functional and the def2-TZVPD basis.

Calculated values
Highest occupied orbital energy (spin up / spin down) ... -0.2702 / -0.2674 Eh
Lowest unoccupied orbital energy (spin up / spin down) ... -0.71 / -1.75 eV
Multiplicity ... 5
Relative energy (zero: lowest compared OMol25 entry of this formula, charge and spin) ... 361.63 kJ/mol
Expectation value of S² ... 6.33

XYZ file:
```
59
Properties=species:S:1:pos:R:3:forces:R:3
O -3.479 0.080 -3.712 2.2 -1.0 2.5
H -3.086 -0.826 -3.509 -1.0 1.3 -0.8
Cr -0.569 0.175 -0.598 1.4 -2.8 2.6
N 1.403 -0.606 -0.227 0.7 -1.6 0.3
N -0.611 -1.801 -1.381 -1.1 0.5 0.0
N -0.296 1.140 1.081 -2.8 1.0 1.6
N -2.545 0.377 -0.169 -0.9 2.0 2.9
O 2.289 -0.222 0.647 -0.7 0.0 -1.2
O 0.881 1.628 1.590 0.3 -0.8 -0.5
O -3.608 0.100 -0.808 0.9 -0.1 0.1
O -1.679 -2.456 -1.577 1.8 0.4 -0.3
C 0.611 -2.383 -1.521 -0.4 -0.4 0.3
C 1.715 -1.740 -0.895 -0.7 0.2 -0.1
C -1.451 1.510 1.674 2.7 -0.9 -1.1
C -2.656 1.013 1.085 -0.2 -1.0 -1.8
C 3.086 -2.350 -0.840 -0.1 -0.1 -0.2
H 3.239 -2.903 0.105 0.0 0.3 -0.4
H 3.853 -1.570 -0.935 -0.3 -0.2 0.2
H 3.187 -3.051 -1.685 0.1 0.3 0.5
C 0.627 -3.749 -2.099 0.3 -0.3 -0.3
H -0.115 -3.814 -2.907 0.2 -0.1 0.3
H 0.373 -4.495 -1.327 0.0 0.2 -0.3
H 1.614 -3.992 -2.493 -0.2 -0.1 0.0
C -1.447 2.421 2.862 -0.4 -0.1 -0.3
C -4.000 1.213 1.734 0.4 0.0 -0.4
H -0.486 2.953 2.939 -0.5 -0.3 0.1
H -1.648 1.810 3.761 0.1 0.5 -0.2
H -2.281 3.121 2.679 0.4 -0.1 0.5
H -4.690 0.616 1.125 -0.1 0.2 0.4
H -4.269 2.282 1.665 -0.2 -0.4 0.1
H -4.012 0.909 2.802 0.0 0.1 -0.7
H 1.561 0.930 1.182 -0.5 1.1 0.8
H -3.144 0.475 -2.831 -1.4 -0.4 -1.7
C 0.522 1.481 -1.333 -0.9 1.9 -3.1
H 1.415 1.298 -1.927 0.0 -0.7 -0.1
H 0.637 2.555 -1.183 -0.6 -0.1 0.7
H -0.473 1.267 -2.007 1.6 1.3 -0.4
O 2.255 3.807 -2.566 -0.1 0.4 -0.9
H 1.665 4.566 -2.773 0.7 -0.9 0.0
H 2.577 3.447 -3.424 -0.5 0.6 0.9
O -0.712 -1.904 1.305 0.3 -0.5 1.0
C -0.255 -2.287 2.393 -0.3 0.3 -0.6
C -0.999 -3.285 3.277 -0.2 0.7 -0.6
C -0.289 -4.625 3.361 0.2 -0.3 0.4
C 0.811 -4.641 4.429 -0.1 -0.3 -0.2
C 1.971 -3.695 4.159 0.2 0.2 0.1
C 1.589 -2.210 4.087 0.1 -0.3 0.2
N 0.945 -1.848 2.843 0.0 0.3 -0.5
H -1.124 -2.827 4.268 0.0 -0.2 -0.1
H -1.988 -3.407 2.825 0.2 0.1 0.1
H -1.026 -5.395 3.613 0.1 0.1 -0.1
H 0.131 -4.899 2.381 -0.1 0.1 0.2
H 0.366 -4.400 5.403 0.0 0.0 -0.1
H 1.205 -5.661 4.507 0.0 0.1 0.1
H 2.716 -3.808 4.954 -0.1 0.0 0.0
H 2.469 -3.971 3.222 0.0 0.1 0.1
H 0.939 -1.949 4.935 0.2 0.0 -0.1
H 2.504 -1.608 4.173 -0.3 -0.1 -0.1
H 1.451 -1.216 2.221 -0.3 -0.2 0.2
```
Positions in Å, forces in eV/Å.

These are the Löwdin partial charges, in e, on atoms 1 to 4: O -0.135; H 0.043; Cr 0.728; N -0.115